Record 1
Formula: C20H27N3O3S2
Source: the OMol25 dataset
Level of theory: the ωB97M-V functional and the def2-TZVPD basis

Geometry (Å):
C1 0.467 3.126 -0.291
C2 -0.206 2.616 0.979
O1 -1.181 1.625 0.720
C3 -0.787 0.339 0.434
C4 0.515 -0.130 0.471
C5 0.804 -1.463 0.188
N1 2.098 -1.978 0.257
C6 3.287 -1.405 -0.072
S1 4.684 -2.183 0.348
N2 3.261 -0.238 -0.744
C7 4.430 0.517 -1.111
C8 4.429 1.919 -0.485
C9 4.457 1.823 1.037
C10 5.630 2.708 -0.997
C11 -0.242 -2.358 -0.100
O2 0.144 -3.644 -0.339
C12 -0.841 -4.651 -0.497
C13 -1.497 -5.047 0.821
C14 -1.544 -1.888 -0.140
C15 -1.826 -0.552 0.111
N3 -3.118 -0.031 0.083
C16 -4.294 -0.674 -0.164
O3 -4.396 -1.861 -0.423
C17 -5.476 0.194 -0.097
C18 -5.628 1.529 0.178
C19 -6.972 1.942 0.132
C20 -7.819 0.921 -0.177
S2 -7.000 -0.563 -0.417
H1 -0.276 3.548 -0.962
H2 0.975 2.317 -0.810
H3 1.191 3.894 -0.036
H4 -0.766 3.427 1.453
H5 0.536 2.250 1.698
H6 1.323 0.518 0.766
H7 2.151 -2.962 0.489
H8 2.371 0.079 -1.099
H9 4.483 0.599 -2.203
H10 5.298 -0.046 -0.760
H11 3.512 2.436 -0.794
H12 5.368 1.329 1.364
H13 4.419 2.814 1.484
H14 3.613 1.245 1.407
H15 6.554 2.207 -0.720
H16 5.600 2.799 -2.080
H17 5.639 3.707 -0.568
H18 -1.595 -4.341 -1.229
H19 -0.285 -5.498 -0.908
H20 -2.056 -4.216 1.242
H21 -0.738 -5.356 1.536
H22 -2.179 -5.875 0.650
H23 -2.372 -2.535 -0.372
H24 -3.148 0.956 0.299
H25 -4.821 2.202 0.409
H26 -7.293 2.951 0.319
H27 -8.885 0.960 -0.277

The SMILES is CCOc1cc(NC(=S)NCC(C)C)c(OCC)cc1NC(=O)c1cccs1. As for the HOMO energy: -7.49 eV. The calculation puts the relative energy (zero: lowest compared OMol25 entry of this formula, charge and spin) at 0.5 kcal per mole. The calculation puts the HOMO-LUMO gap at 7.7 eV. The calculation puts the max |F| at 0.75 eV/Å.

---

Record 2
Formula: C20H27N5O4
Source: the OMol25 dataset
Level of theory: the ωB97M-V functional and the def2-TZVPD basis

Geometry (Å):
C1 3.792 -3.990 0.805
C2 3.135 -2.742 0.308
C3 2.088 -2.178 0.957
C4 1.475 -0.958 0.464
N1 0.516 -0.211 0.836
C5 -0.421 -0.426 1.924
C6 -1.718 0.267 1.489
C7 -2.823 0.199 2.534
C8 -3.135 -1.238 2.921
C9 -1.848 -1.913 3.389
C10 -0.740 -1.868 2.339
C11 -4.218 -1.283 3.995
N2 -4.692 -2.645 4.207
C12 -4.351 -3.291 5.358
O1 -3.630 -2.787 6.206
C13 -4.916 -4.644 5.601
C14 -6.162 -5.133 5.408
O2 -6.267 -6.361 5.908
N3 -5.044 -6.723 6.463
C15 -4.252 -5.704 6.297
C16 -2.850 -5.741 6.795
C17 -5.179 -3.265 2.985
C18 -4.106 -3.179 1.909
O3 -3.652 -1.855 1.727
N4 2.161 -0.489 -0.678
C19 3.188 -1.124 -1.273
C20 3.737 -0.487 -2.528
O4 5.130 -0.319 -2.392
N5 3.692 -2.233 -0.848
H1 3.330 -4.355 1.720
H2 3.735 -4.763 0.038
H3 4.850 -3.797 0.986
H4 1.729 -2.633 1.862
H5 -0.037 0.100 2.811
H6 -1.488 1.305 1.245
H7 -2.057 -0.209 0.566
H8 -2.526 0.738 3.439
H9 -3.733 0.671 2.155
H10 -1.520 -1.392 4.295
H11 -2.034 -2.943 3.699
H12 -1.030 -2.439 1.452
H13 0.130 -2.354 2.774
H14 -3.843 -0.897 4.939
H15 -5.065 -0.675 3.662
H16 -7.054 -4.722 4.964
H17 -2.695 -4.952 7.529
H18 -2.646 -6.712 7.242
H19 -2.147 -5.564 5.980
H20 -5.433 -4.307 3.160
H21 -6.078 -2.736 2.652
H22 -3.276 -3.848 2.167
H23 -4.512 -3.500 0.949
H24 1.815 0.388 -1.037
H25 3.487 -1.150 -3.361
H26 3.240 0.476 -2.699
H27 5.531 -0.310 -3.265

The SMILES is Cc1c/c(=N\[C@H]2CC[C@@]3(CC2)CN(C(=O)c2conc2C)CCO3)[nH]c(CO)n1. As for the HOMO energy: -8.08 eV. The calculation puts the relative energy (zero: lowest compared OMol25 entry of this formula, charge and spin) at 33.5 kcal per mole. The calculation puts the HOMO-LUMO gap at 8.7 eV. The calculation puts the max |F| at 0.15 eV/Å.

---

Record 3
Formula: C20H27N6SeTi
Source: the OMol25 dataset
Level of theory: the ωB97M-V functional and the def2-TZVPD basis

Geometry (Å):
Ti1 0.372 -0.289 -0.207
C1 3.364 -1.288 2.656
C2 2.433 -0.678 1.662
N1 1.363 -1.235 1.134
C3 0.628 -2.321 1.716
C4 -0.580 -1.627 2.377
N2 -1.212 -0.730 1.394
C5 -2.445 -1.257 0.801
C6 -2.137 -1.968 -0.525
N3 -1.260 -1.132 -1.347
C7 -1.929 -0.072 -2.114
C8 -1.727 1.300 -1.450
N4 -0.390 1.355 -0.918
C9 0.289 2.492 -0.820
C10 -0.152 3.801 -1.395
C11 1.502 2.322 -0.077
C12 2.494 3.263 0.244
C13 3.573 2.857 1.018
C14 3.661 1.554 1.489
C15 2.634 0.655 1.171
N5 1.598 1.049 0.389
H1 3.119 -2.326 2.859
H2 3.346 -0.724 3.589
H3 4.376 -1.254 2.254
H4 1.184 -2.896 2.468
H5 0.306 -3.010 0.921
H6 -0.199 -1.030 3.213
H7 -1.296 -2.357 2.772
H8 -1.411 0.164 1.842
H9 -3.143 -0.434 0.620
H10 -2.944 -1.965 1.478
H11 -3.087 -2.184 -1.036
H12 -1.634 -2.926 -0.339
H13 -0.765 -1.735 -2.012
H14 -3.001 -0.272 -2.241
H15 -1.470 -0.030 -3.108
H16 -2.441 1.441 -0.623
H17 -1.910 2.091 -2.186
H18 -1.096 4.134 -0.956
H19 -0.295 3.716 -2.474
H20 0.595 4.571 -1.226
H21 2.418 4.283 -0.090
H22 4.345 3.567 1.269
H23 4.488 1.239 2.102
Se1 1.854 -1.469 -1.855
C16 2.258 0.256 -2.606
C17 1.489 0.790 -3.633
C18 1.801 2.065 -4.080
N6 2.785 2.794 -3.586
C19 3.545 2.255 -2.649
C20 3.333 0.990 -2.123
H24 0.691 0.215 -4.085
H25 1.230 2.528 -4.875
H26 4.360 2.873 -2.298
H27 3.980 0.583 -1.356

As for the total charge: +1. As for the HOMO energy (spin up / spin down): -9.01 / -10.82 eV. The calculation puts the relative energy (zero: lowest compared OMol25 entry of this formula, charge and spin) at 17.9 kcal per mole. The calculation puts the HOMO-LUMO gap (spin up / spin down) at 6.1 / 7.0 eV. The calculation puts the max |F| at 2.90 eV/Å. The spin multiplicity is 3.

---

Record 4
Formula: C20H28B2F4N4O8P2Ti
Source: the OMol25 dataset
Level of theory: the ωB97M-V functional and the def2-TZVPD basis

Geometry (Å):
Ti1 -0.195 -1.183 0.200
C1 1.286 -0.147 -3.700
C2 0.324 -0.001 -2.555
N1 0.335 -0.979 -1.580
O1 1.278 -2.012 -1.643
B1 0.786 -3.430 -1.430
F1 -0.599 -3.450 -1.530
F2 1.450 -4.261 -2.273
O2 1.155 -3.856 -0.013
N2 0.782 -2.927 0.877
C3 0.820 -3.194 2.132
C4 1.185 -4.521 2.691
C5 0.510 -2.018 2.985
N3 0.162 -0.980 2.317
O3 0.122 0.190 2.983
B2 -1.144 0.986 2.779
F3 -0.796 2.290 3.069
F4 -2.134 0.491 3.604
O4 -1.701 0.803 1.408
N4 -0.933 0.841 0.222
C6 -0.550 1.020 -2.412
C7 -0.314 2.287 -3.210
C8 0.693 -1.985 4.462
H1 2.106 -0.816 -3.456
H2 1.676 0.817 -4.019
H3 0.751 -0.582 -4.547
H4 1.289 -5.245 1.889
H5 0.411 -4.853 3.385
H6 2.126 -4.463 3.243
H7 -0.795 3.147 -2.752
H8 -0.667 2.223 -4.244
H9 0.752 2.519 -3.240
H10 0.925 -2.969 4.861
H11 -0.218 -1.600 4.922
H12 1.493 -1.290 4.723
O5 -3.777 -3.064 0.101
C9 -2.983 -2.285 -0.323
O6 -1.925 -1.842 0.338
C10 -3.178 -1.708 -1.751
O7 -3.928 -2.187 -2.531
O8 -2.379 -0.651 -2.114
C11 3.046 0.251 1.946
P1 2.017 0.237 0.441
C12 3.276 0.251 -0.869
C13 1.299 1.902 0.355
C14 2.072 3.061 0.418
C15 1.477 4.309 0.374
C16 0.093 4.412 0.280
C17 -0.682 3.270 0.218
C18 -0.079 2.020 0.236
P2 -2.147 0.820 -1.418
C19 -3.598 0.678 -0.260
C20 -3.032 2.105 -2.400
H13 3.444 -0.753 2.107
H14 2.434 0.541 2.798
H15 3.881 0.943 1.840
H16 3.753 -0.727 -0.928
H17 4.027 1.012 -0.652
H18 2.817 0.472 -1.828
H19 3.149 2.986 0.511
H20 2.087 5.201 0.428
H21 -0.379 5.385 0.271
H22 -1.763 3.336 0.202
H23 -4.440 0.423 -0.905
H24 -3.789 1.657 0.183
H25 -3.517 -0.029 0.555
H26 -2.746 2.064 -3.448
H27 -2.798 3.099 -2.016
H28 -4.102 1.954 -2.306

As for the HOMO energy: -8.13 eV. The calculation puts the relative energy (zero: lowest compared OMol25 entry of this formula, charge and spin) at 65.6 kcal per mole. The calculation puts the HOMO-LUMO gap at 6.8 eV. The calculation puts the max |F| at 0.87 eV/Å.

---

> Among the records above, which one has the lowest max |F|?

C20H27N5O4

---

> Look up the relative energy (zero: lowest compared OMol25 entry of this formula, charge and spin) of the third one.

17.9 kcal per mole

---

> Which of these has the highest relative energy (zero: lowest compared OMol25 entry of this formula, charge and spin)?

C20H28B2F4N4O8P2Ti